{"formula": "C24H52N3O3P", "method": "wB97M-V/def2-TZVPD", "species": ["C", "C", "P", "C", "N", "C", "C", "O", "C", "H", "H", "H", "H", "H", "H", "H", "H", "H", "H", "H", "H", "H", "H", "H", "H", "C", "C", "C", "C", "C", "C", "N", "O", "C", "C", "C", "H", "H", "H", "H", "H", "H", "H", "H", "H", "H", "H", "H", "H", "H", "H", "H", "H", "H", "C", "C", "C", "C", "C", "C", "N", "O", "C", "C", "C", "H", "H", "H", "H", "H", "H", "H", "H", "H", "H", "H", "H", "H", "H", "H", "H", "H", "H"], "positions_angstrom": [[-0.42818, 0.08307, -1.58241], [0.53677, 0.51945, -2.68869], [0.25679, 2.15542, -3.48012], [0.70084, 3.20027, -2.02986], [-1.46247, 2.15791, -3.58753], [-2.13332, 3.43883, -3.78808], [-2.52917, 4.22339, -2.54131], [-3.80899, 3.84018, -2.06440], [-3.79818, 2.91447, -1.00152], [-0.43498, 0.78744, -0.74938], [-1.44534, -0.05139, -1.95528], [-0.12288, -0.89421, -1.20379], [1.53890, 0.60158, -2.25652], [0.59741, -0.24942, -3.45920], [0.32910, 2.83267, -1.07018], [1.79176, 3.21822, -1.96875], [0.36206, 4.22808, -2.15205], [-1.93210, 1.59775, -2.89154], [-3.06897, 3.25833, -4.32749], [-1.51333, 4.05143, -4.44826], [-1.79738, 4.11120, -1.74045], [-2.58883, 5.28512, -2.79253], [-4.68016, 2.28392, -1.09245], [-3.81571, 3.43145, -0.03654], [-2.91253, 2.27209, -1.01970], [0.27465, -7.00930, -0.26637], [-0.07846, -5.51179, -0.37792], [-1.49083, -5.23879, 0.14608], [-2.59683, -5.74169, -0.77881], [-2.40975, -5.20512, -2.19622], [-1.02270, -5.49624, -2.77256], [0.01377, -5.03026, -1.79500], [0.22785, -3.77405, -1.87589], [-0.87329, -6.98894, -3.09547], [-0.82521, -4.73130, -4.07421], [0.93478, -4.73451, 0.45226], [0.79636, -7.19635, 0.67142], [-0.60108, -7.65614, -0.27651], [0.93783, -7.32020, -1.07203], [-1.60923, -4.15929, 0.28304], [-1.58235, -5.69536, 1.13456], [-2.62775, -6.83460, -0.78413], [-3.56390, -5.41512, -0.39234], [-3.15887, -5.62983, -2.86836], [-2.56758, -4.12233, -2.19070], [0.15215, -7.21808, -3.38743], [-1.52426, -7.23322, -3.93476], [-1.15105, -7.64544, -2.27614], [-1.00651, -3.66675, -3.95225], [-1.52332, -5.11746, -4.81749], [0.18891, -4.86406, -4.45226], [1.94428, -4.87370, 0.06338], [0.90216, -5.10836, 1.47604], [0.71738, -3.66993, 0.46772], [3.90163, 3.16707, 4.07787], [3.11567, 3.89572, 2.96838], [2.59269, 5.24746, 3.46129], [1.43014, 5.13457, 4.44503], [0.30756, 4.27488, 3.86806], [0.78302, 2.89707, 3.40281], [1.95680, 3.07484, 2.48821], [1.60186, 3.36882, 1.29739], [1.12498, 2.00763, 4.60546], [-0.32251, 2.19632, 2.62367], [4.06156, 4.10925, 1.79382], [4.96346, 3.39166, 3.98563], [3.60027, 3.46560, 5.08066], [3.79224, 2.08678, 3.99597], [2.26658, 5.83192, 2.59541], [3.42529, 5.79062, 3.91451], [1.77153, 4.72760, 5.40067], [1.04632, 6.13274, 4.66282], [-0.48608, 4.13546, 4.60579], [-0.13953, 4.79821, 3.01742], [1.58094, 1.07355, 4.27529], [0.20420, 1.76373, 5.13528], [1.78989, 2.47827, 5.32360], [-0.69039, 2.80694, 1.80261], [-1.15294, 1.99067, 3.29984], [0.03150, 1.24910, 2.21450], [4.40574, 3.15466, 1.39366], [4.92748, 4.67095, 2.14518], [3.59183, 4.66884, 0.98953]], "atomic_forces_ev_per_a": [[0.13, -0.18, -0.14], [-0.06, -0.13, 0.18], [-0.02, 0.20, -0.25], [0.00, -0.06, 0.33], [0.13, 0.10, 0.31], [-0.17, -0.26, -0.35], [0.04, 0.13, 0.07], [-0.09, -0.07, -0.12], [0.12, 0.00, 0.05], [-0.08, 0.00, -0.01], [-0.03, 0.05, 0.03], [0.02, 0.02, 0.07], [0.04, -0.03, -0.11], [-0.06, 0.00, -0.05], [-0.03, 0.03, -0.01], [0.00, 0.04, -0.01], [0.06, 0.04, -0.13], [-0.06, 0.00, 0.05], [0.02, 0.07, -0.07], [0.10, 0.01, 0.10], [0.13, 0.02, -0.01], [-0.07, 0.01, 0.00], [-0.07, 0.01, 0.06], [-0.03, -0.02, 0.04], [0.00, -0.02, -0.02], [0.01, 0.00, -0.09], [0.33, -0.47, 0.19], [-0.21, 0.09, -0.01], [0.07, -0.03, -0.03], [-0.14, 0.09, 0.19], [0.10, -0.47, -0.37], [-0.79, 0.30, 0.28], [0.37, 0.24, -0.13], [0.06, 0.00, 0.09], [-0.01, 0.13, -0.07], [0.04, 0.13, 0.04], [-0.04, 0.06, 0.04], [-0.01, 0.01, -0.05], [0.03, 0.02, 0.01], [0.06, 0.01, -0.05], [0.00, 0.00, 0.02], [0.03, -0.01, -0.01], [-0.01, -0.02, 0.00], [-0.01, -0.01, -0.02], [0.09, 0.02, 0.00], [0.00, 0.01, -0.01], [-0.01, 0.05, -0.03], [0.01, 0.02, 0.01], [0.03, 0.00, 0.04], [-0.01, -0.03, 0.00], [0.01, -0.01, 0.01], [0.00, -0.01, 0.00], [0.00, -0.04, 0.01], [0.01, 0.00, -0.06], [-0.07, -0.07, 0.00], [0.49, -0.26, 0.24], [-0.16, 0.17, 0.03], [0.03, -0.08, -0.01], [0.02, 0.25, 0.00], [-0.06, -0.50, 0.35], [-0.37, 0.78, 0.15], [0.06, -0.25, -0.40], [0.10, 0.02, -0.03], [-0.10, 0.01, -0.11], [0.01, 0.05, -0.14], [-0.01, 0.08, -0.03], [-0.05, -0.02, 0.00], [0.02, -0.01, -0.03], [0.00, -0.07, -0.04], [0.02, 0.01, 0.00], [0.01, -0.03, -0.01], [0.00, 0.00, 0.02], [-0.01, -0.01, 0.01], [0.04, -0.05, -0.06], [-0.01, -0.01, -0.01], [-0.04, 0.01, -0.04], [0.01, 0.01, -0.02], [0.05, 0.00, -0.01], [0.00, -0.01, 0.04], [0.02, 0.00, 0.00], [0.00, -0.01, 0.01], [0.02, -0.01, 0.03], [-0.04, -0.05, 0.00]], "gap_ev": [8.348, 8.199], "lumo_ev": [0.635, 0.486], "charge": 0, "e_homo_ev": [-7.71, -7.71], "s_squared": 2.01, "multiplicity": 3, "e_above_lowest_kcal_mol": 0.0, "molar_mass_da": 461.672}

{"formula": "C3H3N3O", "method": "wB97M-V/def2-TZVPD", "species": ["O", "C", "C", "N", "N", "C", "N", "H", "H", "H"], "positions_angstrom": [[-1.35942, -1.25931, -1.60070], [-0.80631, -0.41184, -0.93690], [0.60500, -0.00441, -1.17552], [1.40709, 0.18302, -0.18994], [0.80995, 0.29102, 1.04390], [-0.54675, 0.50525, 1.11179], [-1.37201, 0.25320, 0.15978], [1.24528, -0.26352, 1.75950], [1.03517, -0.07703, -2.16982], [-0.89883, 0.96336, 2.03705]], "atomic_forces_ev_per_a": [[0.14, 0.52, 0.32], [0.00, 0.22, -0.18], [0.24, -0.38, 0.09], [-0.21, -0.43, -0.12], [-0.56, 0.02, -0.53], [-0.20, -0.32, 0.10], [0.13, -0.05, -0.03], [0.49, 0.50, 0.33], [-0.04, 0.12, 0.09], [0.01, -0.18, -0.08]], "gap_ev": 10.008, "lumo_ev": 0.251, "charge": 0, "e_homo_ev": -9.76, "e_above_lowest_kcal_mol": 36.0, "molar_mass_da": 97.077}

{"formula": "C2HN3O2S", "method": "wB97M-V/def2-TZVPD", "species": ["C", "C", "N", "N", "N", "O", "O", "S", "H"], "positions_angstrom": [[1.02765, 2.36528, -2.23338], [-0.80164, -1.62595, 2.16507], [0.50895, 0.23819, -0.61623], [-0.31328, -0.51706, -0.31964], [-1.11068, -1.34254, -0.05508], [1.73251, 2.84804, -1.50613], [0.38201, 1.80692, -2.99935], [-1.52846, -1.87092, 3.58714], [0.10294, -1.90196, 1.97760]], "atomic_forces_ev_per_a": [[-1.21, -1.69, -1.85], [-6.34, 0.58, 3.49], [-0.67, -0.44, 0.35], [1.88, 1.26, -0.43], [-1.47, -1.07, 1.59], [2.48, 2.26, 2.88], [-1.24, -0.43, -1.18], [0.82, 0.88, -3.23], [5.74, -1.34, -1.63]], "gap_ev": [8.265, 6.856], "lumo_ev": [-1.754, -2.278], "charge": 0, "e_homo_ev": [-10.02, -9.13], "e_above_lowest_kcal_mol": 99.2, "molar_mass_da": 131.116}